The following is a quantum chemistry calculation of a molecular structure, C32H26CoF6N2O4P2S4 in a non-equilibrium geometry, from the Open Molecules 2025 dataset.

Summary:
total energy = -5902.74937 a.u.
total charge = +1
2S+1 = 5
frontier orbital gap (alpha / beta) = 9.1689 / 5.8196 eV

Atoms and positions in Å:
Co (-0.1311, -1.6003, 0.4818)
N (1.5123, -3.0437, 0.0754)
C (2.1400, -2.9527, -1.2219)
C (3.2765, -3.6938, -1.5317)
C (3.8546, -3.5911, -2.7867)
C (3.3183, -2.7400, -3.7404)
C (2.1970, -1.9915, -3.4354)
C (1.6002, -2.0965, -2.1819)
P (0.1193, -1.1095, -1.7584)
C (0.6314, 0.6238, -1.9380)
C (1.9634, 1.0275, -1.9667)
C (2.2674, 2.3774, -1.9983)
C (1.2557, 3.3246, -1.9611)
C (-0.0717, 2.9255, -1.8877)
C (-0.3844, 1.5795, -1.8723)
C (-0.9982, -1.4355, -3.1548)
C (-1.8660, -2.5221, -3.0750)
C (-2.6819, -2.8252, -4.1509)
C (-2.6303, -2.0530, -5.3012)
C (-1.7634, -0.9751, -5.3814)
C (-0.9501, -0.6569, -4.3091)
H (1.1304, -3.9817, 0.2200)
H (2.2141, -2.9007, 0.8055)
H (3.7111, -4.3581, -0.7981)
H (4.7275, -4.1786, -3.0242)
H (3.7834, -2.6504, -4.7099)
H (1.7755, -1.3215, -4.1686)
H (2.7529, 0.2904, -1.9613)
H (3.2987, 2.6929, -2.0448)
H (1.5016, 4.3761, -1.9932)
H (-0.8546, 3.6675, -1.8376)
H (-1.4131, 1.2459, -1.8171)
H (-1.8987, -3.1119, -2.1682)
H (-3.3582, -3.6640, -4.0969)
H (-3.2733, -2.2873, -6.1352)
H (-1.7190, -0.3831, -6.2832)
H (-0.2839, 0.1923, -4.3671)
S (0.7101, 0.0351, 4.4073)
P (0.5753, 1.1706, 2.7647)
S (1.2922, 0.1381, 1.1369)
C (-1.0332, 2.0365, 2.6741)
C (-1.4320, 2.6820, 3.8389)
C (-2.6531, 3.3307, 3.8758)
C (-3.4718, 3.3262, 2.7582)
C (-3.0551, 2.7030, 1.5935)
C (-1.8311, 2.0595, 1.5430)
C (1.7956, 2.5220, 2.8029)
C (2.9432, 2.4393, 3.5769)
C (3.8798, 3.4566, 3.5062)
C (3.6619, 4.5404, 2.6698)
C (2.5220, 4.6016, 1.8812)
C (1.5849, 3.5890, 1.9399)
H (-0.7978, 2.6694, 4.7156)
H (-2.9733, 3.8278, 4.7798)
H (-4.4368, 3.8089, 2.7925)
H (-3.6951, 2.7069, 0.7262)
H (-1.4987, 1.5591, 0.6444)
H (3.0970, 1.5804, 4.2157)
H (4.7835, 3.3913, 4.0947)
H (4.3834, 5.3418, 2.6329)
H (2.3590, 5.4340, 1.2154)
H (0.6979, 3.6102, 1.3208)
F (0.3950, -2.7103, 2.7237)
C (-0.4444, -3.6959, 3.1228)
F (-0.6327, -3.5695, 4.4185)
F (0.2064, -4.8292, 2.8687)
S (-2.0385, -3.6198, 2.0915)
O (-1.5126, -3.1853, 0.8008)
O (-2.5857, -4.9177, 2.1322)
N (-2.9190, -2.5199, 2.7802)
S (-2.7645, -1.0426, 2.2971)
O (-1.3823, -0.7141, 1.9545)
O (-3.4184, -0.0934, 3.1144)
C (-3.6218, -0.9814, 0.5980)
F (-2.6934, -0.9517, -0.3786)
F (-4.3606, 0.1123, 0.4554)
F (-4.3888, -2.0411, 0.3888)